# 1
# C31H51F4N2O10P2S

A structure of composition C31H51F4N2O10P2S at a distorted geometry (the ωB97M-V functional and the def2-TZVPD basis, the Open Molecules 2025 dataset).

Results
Frontier orbital gap: 6.775 eV
Total charge: +1
LUMO level: -4.53 eV

Each line ends with the Mulliken charge.
Atoms and positions in Å:
C1 -6.29 0.16 0.32  0.037
C2 -5.74 -0.22 -0.71  -1.193
C3 -4.75 -0.85 -1.78  -0.390
C4 -3.33 -1.28 -1.17  -0.128
C5 -3.47 -2.77 -0.63  0.304
C6 -4.05 -3.93 -1.51  -1.560
F1 -4.41 -2.69 0.48  -0.364
O1 -3.34 -0.52 0.10  -0.055
C7 -2.09 -0.50 0.75  -2.084
C8 -2.43 -0.18 2.27  0.130
C9 -3.20 -1.37 2.98  0.066
O2 -4.34 -1.31 3.40  -0.537
O3 -2.43 -2.54 3.13  -0.462
C10 -1.10 0.56 0.01  3.779
C11 -1.23 1.99 0.68  -1.039
C12 -0.55 2.32 2.06  -1.055
C13 0.59 3.46 1.92  -0.413
F2 1.28 3.67 3.13  -0.362
C14 0.29 0.01 0.49  -2.979
O4 1.43 0.89 0.43  0.051
C15 2.63 0.25 0.88  -0.370
C16 3.84 1.06 0.19  -0.534
C17 3.89 0.61 -1.36  -0.685
N1 -1.43 0.54 -1.51  1.755
C18 -0.11 0.89 -2.17  -0.401
C19 0.11 1.34 -3.63  0.545
C20 -0.44 2.50 -4.42  0.158
C21 -0.11 2.87 -5.82  -1.023
C22 0.90 2.06 -6.57  -0.434
C23 1.55 0.92 -5.85  -0.746
C24 1.17 0.59 -4.45  -0.095
C25 -2.27 1.72 -1.94  -1.482
C26 -3.64 2.19 -1.38  0.431
C27 -3.52 3.78 -1.01  -1.356
F3 -4.70 2.28 -2.37  -0.435
C28 -2.01 -0.81 -1.94  0.350
P1 -0.68 -2.28 -1.88  0.438
N2 -1.12 -3.62 -2.58  -0.684
S1 -2.37 -1.01 -3.75  1.841
O5 -1.17 -1.34 -4.56  -0.578
O6 -3.23 -2.20 -4.00  -0.601
F4 -3.22 0.12 -4.58  -0.328
H1 -7.00 0.40 1.15  0.402
H2 -4.72 -0.10 -2.61  0.452
H3 -5.37 -1.71 -2.19  0.643
H4 -2.55 -3.19 -0.09  0.323
H5 -4.79 -4.54 -0.89  0.452
H6 -3.28 -4.71 -1.83  0.296
H7 -4.61 -3.65 -2.44  0.251
H8 -1.56 -1.51 0.84  0.123
H9 -1.49 -0.06 2.91  0.279
H10 -3.07 0.74 2.39  0.274
H11 -2.94 -3.20 3.65  0.388
H12 -2.34 2.12 0.91  -0.059
H13 -0.84 2.85 0.03  0.427
H14 -1.29 2.82 2.78  0.578
H15 -0.08 1.50 2.67  0.238
H16 0.00 4.42 1.72  0.377
H17 1.24 3.31 1.02  0.175
H18 0.19 -0.28 1.60  0.674
H19 0.69 -0.93 0.02  0.417
H20 2.77 -0.82 0.55  0.330
H21 2.79 0.40 2.00  0.162
H22 3.49 2.14 0.16  0.147
H23 4.82 0.92 0.71  0.458
H24 4.92 0.72 -1.81  0.409
H25 3.20 1.26 -2.01  0.095
H26 3.51 -0.45 -1.50  0.160
H27 0.74 0.14 -2.00  -0.318
H28 0.31 1.78 -1.57  0.577
H29 -1.20 3.16 -3.89  0.297
H30 -0.58 3.73 -6.37  0.374
H31 1.19 2.26 -7.64  0.374
H32 2.33 0.28 -6.36  0.339
H33 1.72 -0.28 -3.97  0.169
H34 -1.61 2.65 -1.95  0.707
H35 -2.51 1.69 -3.06  1.041
H36 -4.04 1.79 -0.41  -0.074
H37 -3.12 3.94 0.03  0.195
H38 -2.93 4.34 -1.81  0.331
H39 -4.56 4.23 -1.03  0.470
H40 -0.40 -2.68 -0.54  0.274
H41 0.51 -1.90 -2.61  -0.039
H42 -0.50 -3.85 -3.36  0.302
C29 7.99 -2.80 4.46  -0.561
O7 7.01 -2.56 5.46  -0.484
P2 5.41 -2.25 4.95  1.037
O8 5.50 -3.28 3.84  -0.611
O9 5.83 -0.77 4.38  -0.222
C30 6.46 0.15 5.27  -0.777
O10 3.77 -1.97 4.52  -0.135
C31 2.92 -1.64 5.63  -0.742
H43 8.97 -2.62 4.91  0.251
H44 7.94 -3.84 4.13  0.231
H45 7.87 -2.12 3.61  0.284
H46 7.53 0.21 5.03  0.268
H47 6.34 -0.14 6.32  0.358
H48 6.02 1.14 5.13  0.266
H49 3.29 -0.75 6.15  0.337
H50 2.88 -2.48 6.33  0.359
H51 1.92 -1.44 5.26  0.146

# 2
# C3H2N2

An isolated molecule of C3H2N2 at a distorted geometry (the ωB97M-V functional and the def2-TZVPD basis, the Open Molecules 2025 dataset).

Results
Frontier orbital gap: 12.557 eV
Relative energy (zero: lowest compared OMol25 entry of this formula, charge and spin): 7.91 kcal/mol
LUMO level: 0.37 eV

Each line ends with the Mulliken charge.
Atoms and positions in Å:
N1 1.25 -0.54 -1.84  -0.333
C1 0.40 -0.40 -1.06  0.123
C2 -0.53 -0.11 0.01  -0.039
C3 0.34 0.55 0.96  0.186
N2 0.91 1.04 1.86  -0.350
H1 -1.42 0.48 -0.30  0.229
H2 -0.94 -1.02 0.37  0.185

# 3
# C2H7IN2

An isolated molecule of C2H7IN2 at a distorted geometry (the ωB97M-V functional and the def2-TZVPD basis, the Open Molecules 2025 dataset).

Results
Frontier orbital gap: 8.338 eV
Relative energy (zero: lowest compared OMol25 entry of this formula, charge and spin): 29.36 kcal/mol
LUMO level: -0.12 eV

Each line ends with the Mulliken charge.
Atoms and positions in Å:
C1 -1.09 -0.22 0.72  -0.732
N1 0.05 0.61 1.04  -0.069
N2 1.28 0.31 0.49  -0.486
C2 1.23 0.04 -1.05  -0.750
I1 2.21 -1.57 1.30  -0.086
H1 -1.38 -0.04 -0.45  0.250
H2 -0.99 -1.33 0.91  0.278
H3 -1.91 0.08 1.37  0.314
H4 0.12 0.90 2.03  0.294
H5 2.09 -0.41 -1.17  0.420
H6 0.29 -0.55 -1.33  0.211
H7 1.07 1.04 -1.34  0.357

# 4
# C3H8NS

The ion C3H8NS with charge +1 at a distorted geometry (the ωB97M-V functional and the def2-TZVPD basis, the Open Molecules 2025 dataset).

Results
Frontier orbital gap: 10.115 eV
Total charge: +1
Relative energy (zero: lowest compared OMol25 entry of this formula, charge and spin): 13.66 kcal/mol
LUMO level: -3.97 eV

Each line ends with the Mulliken charge.
Atoms and positions in Å:
C1 1.60 1.20 0.10  -0.708
C2 0.35 1.05 0.51  0.002
C3 -0.57 0.11 -0.18  -0.488
N1 -0.51 -1.24 0.48  -0.372
S1 -2.56 0.46 0.07  -0.165
H1 2.29 1.83 0.62  0.284
H2 1.98 0.69 -0.77  0.257
H3 -0.04 1.56 1.38  0.362
H4 -0.40 0.01 -1.25  0.527
H5 0.43 -1.66 0.40  0.376
H6 -1.21 -1.87 0.07  0.359
H7 -0.73 -1.12 1.47  0.362
H8 -2.66 1.39 -0.87  0.204

# 5
# C2H6NO

The ion C2H6NO with charge +1 at a distorted geometry (the ωB97M-V functional and the def2-TZVPD basis, the Open Molecules 2025 dataset).

Results
Frontier orbital gap: 11.470 eV
Total charge: +1
Relative energy (zero: lowest compared OMol25 entry of this formula, charge and spin): 7.81 kcal/mol
LUMO level: -4.12 eV

Each line ends with the Mulliken charge.
Atoms and positions in Å:
N1 1.05 -0.37 0.78  -0.367
C1 0.64 -0.33 -0.68  -0.509
C2 -0.83 0.20 -0.66  0.186
O1 -1.25 0.64 0.38  -0.431
H1 2.00 -0.63 1.02  0.321
H2 0.68 0.42 1.33  0.359
H3 0.46 -1.14 1.11  0.372
H4 0.60 -1.37 -1.02  0.339
H5 1.26 0.40 -1.22  0.351
H6 -1.31 0.39 -1.62  0.377

# 6
# C2H4BrCl2Cu2

A structure of composition C2H4BrCl2Cu2 at a distorted geometry (the ωB97M-V functional and the def2-TZVPD basis, the Open Molecules 2025 dataset).

Results
Frontier orbital gap: 5.835 eV
Total charge: +1
LUMO level: -6.62 eV

Each line ends with the Mulliken charge.
Atoms and positions in Å:
Cu1 -14.16 4.50 -6.74  0.674
Cu2 -17.28 5.37 -7.82  0.667
Br1 -15.06 6.99 -7.59  -0.322
Cl1 -12.36 12.49 -5.97  -0.165
C1 -12.95 10.82 -6.23  -0.382
C2 -14.27 10.89 -7.03  -0.036
Cl2 -15.52 11.98 -6.31  -0.169
H1 -13.02 10.25 -5.31  0.297
H2 -12.16 10.30 -6.77  0.277
H3 -14.70 9.89 -7.10  -0.170
H4 -14.13 11.21 -8.06  0.329

# 7
# C5H10N2

An isolated molecule of C5H10N2 at a distorted geometry (the ωB97M-V functional and the def2-TZVPD basis, the Open Molecules 2025 dataset).

Results
Frontier orbital gap: 8.845 eV
Relative energy (zero: lowest compared OMol25 entry of this formula, charge and spin): 111.75 kcal/mol
LUMO level: 0.96 eV

Each line ends with the Mulliken charge.
Atoms and positions in Å:
C1 -0.99 -0.58 -0.12  -0.717
C2 0.04 -1.72 -0.37  -0.512
C3 -0.46 0.41 0.86  0.031
C4 1.73 -0.05 -0.06  -0.120
C5 -0.72 1.87 0.71  -1.187
N1 1.61 -0.11 -1.46  -0.556
N2 1.38 -1.28 -0.62  -0.175
H1 -1.24 -0.08 -1.06  0.276
H2 -1.89 -1.08 0.24  0.377
H3 0.10 -2.35 0.52  0.307
H4 -0.29 -2.35 -1.21  0.334
H5 -0.25 0.04 1.85  0.413
H6 2.62 0.18 0.48  0.281
H7 -1.19 2.09 -0.25  0.310
H8 0.19 2.46 0.80  0.269
H9 -1.40 2.21 1.50  0.353
H10 0.75 0.32 -1.82  0.315

# 8
# C9H15N3O6

A cluster of 2 separate species, C9H15N3O6 in total at a distorted geometry (the ωB97M-V functional and the def2-TZVPD basis, the Open Molecules 2025 dataset).

Results
Frontier orbital gap: 8.486 eV
Relative energy (zero: lowest compared OMol25 entry of this formula, charge and spin): 206.91 kcal/mol
LUMO level: -0.58 eV

Each line ends with the Mulliken charge.
Atoms and positions in Å:
C1 0.54 0.94 1.57  0.533
C2 -0.60 0.42 0.54  0.031
C3 1.50 1.83 0.89  -0.591
C4 2.41 2.40 2.02  -1.026
C5 1.78 2.69 3.31  0.787
C6 -1.32 -1.41 -1.13  -0.359
C7 -1.85 -2.68 -0.37  0.513
C8 -0.68 -1.53 -2.60  -0.188
C9 -1.77 -1.89 -3.50  0.551
H1 0.29 -1.00 2.43  0.235
H2 1.52 0.02 3.04  0.252
H3 -0.07 1.61 2.26  0.362
H4 2.09 1.12 0.26  0.306
H5 1.07 2.78 0.11  0.242
H6 3.03 3.34 1.77  0.344
H7 3.03 1.68 2.24  0.535
H8 3.68 3.50 4.21  0.345
H9 0.48 -1.14 0.10  0.376
H10 -2.16 -0.75 -1.33  0.378
H11 0.32 -2.23 -2.58  0.209
H12 -0.42 -0.35 -3.09  0.111
H13 -0.99 -0.18 -5.05  0.354
H14 -2.42 -1.19 -5.50  0.330
H15 -3.04 -3.42 -1.82  0.468
N1 0.97 -0.19 2.20  -0.708
N2 -0.27 -0.72 -0.29  -0.140
N3 -1.51 -1.50 -4.81  -0.713
O1 -1.81 0.82 0.43  -0.689
O2 0.60 2.48 3.82  -0.579
O3 2.61 3.32 4.28  -0.554
O4 -1.80 -2.68 0.86  -0.550
O5 -2.80 -2.43 -3.28  -0.612
O6 -2.41 -3.64 -1.00  -0.551